Entry 1:
{"formula": "C4H3NO2", "method": "ωB97M-V/def2-TZVPD", "energy_ev": -9776.5758, "charge": 0, "orbital_gap_ev": 8.8, "de_lowest_kcal_mol": 117.9, "symbols": ["C", "C", "C", "C", "N", "O", "O", "H", "H", "H"], "positions_angstrom": [[-1.25349, -0.49898, 0.62574], [0.95858, -0.80730, -1.02226], [1.29807, -0.85143, 0.40577], [-0.00507, -0.43306, -0.08858], [-2.22285, -0.88076, 1.09892], [2.24600, -1.02133, 1.23215], [-0.67118, 2.01153, -0.32601], [1.34897, -0.79319, -1.95210], [-0.80454, 2.19689, 0.62476], [-0.89450, 1.07762, -0.59838]]}

=====

Entry 2:
{"formula": "C4H14NO", "method": "ωB97M-V/def2-TZVPD", "energy_ev": -7904.8254, "charge": 1, "orbital_gap_ev": 12.0, "de_lowest_kcal_mol": 49.1, "symbols": ["C", "C", "C", "C", "N", "H", "H", "H", "H", "H", "H", "H", "H", "H", "H", "H", "H", "H", "H", "O"], "positions_angstrom": [[-0.19848, 0.69680, -1.06243], [0.59421, 0.38577, 0.23026], [1.53049, 1.52823, 0.45411], [-0.39451, 0.15194, 1.32509], [-1.20704, -0.42089, -1.34294], [-0.74563, 1.71992, -0.99275], [0.57410, 0.72866, -1.89921], [1.09230, -0.58469, 0.09919], [1.27936, 2.42152, 0.01131], [1.53061, 1.76173, 1.64250], [2.46528, 1.28008, 0.08283], [-0.24321, 0.89662, 2.09871], [-0.22062, -0.79825, 1.92969], [-1.44898, 0.04206, 1.13432], [-1.02095, -0.82343, -2.37201], [-1.26205, -1.08425, -0.55060], [-2.27569, -0.01253, -1.34459], [0.00380, -2.09663, 0.82021], [0.33330, -3.12385, -0.39088], [-0.38628, -2.66880, 0.12721]]}

=====

Entry 3:
{"formula": "C4H5Cl2N2", "method": "ωB97M-V/def2-TZVPD", "energy_ev": -32242.7211, "charge": 1, "orbital_gap_ev": [7.7, 7.7], "de_lowest_kcal_mol": 92.1, "symbols": ["C", "C", "C", "C", "N", "N", "Cl", "Cl", "H", "H", "H", "H", "H"], "positions_angstrom": [[-0.34093, 0.11313, -1.99048], [-0.83965, 0.19104, -0.70057], [1.35877, -0.51027, -0.19373], [-0.13939, -0.03297, 1.59618], [0.18289, -0.15180, 0.24903], [0.81305, -0.41940, -2.26002], [-2.33328, 0.80386, -0.11163], [2.65396, -1.33408, 0.28938], [-0.82247, 0.60942, -2.73758], [0.47043, -0.66981, 2.16900], [-0.00369, 1.03804, 1.95758], [-1.31008, -0.27029, 1.71760], [1.54119, -0.02905, -2.81795]]}

=====

Entry 4:
{"formula": "C23H45ClI2N3O9P2S6", "method": "ωB97M-V/def2-TZVPD", "energy_ev": -159792.9404, "charge": -1, "orbital_gap_ev": 6.5, "symbols": ["C", "C", "C", "P", "S", "Cl", "C", "I", "C", "C", "I", "O", "C", "C", "C", "P", "O", "O", "C", "C", "O", "C", "C", "N", "C", "S", "C", "N", "C", "O", "N", "C", "S", "O", "H", "H", "H", "H", "H", "H", "H", "H", "H", "H", "H", "H", "H", "H", "H", "H", "H", "H", "H", "H", "H", "H", "H", "H", "H", "H", "H", "C", "S", "O", "C", "H", "H", "H", "H", "H", "H", "C", "S", "O", "C", "H", "H", "H", "H", "H", "H", "C", "S", "O", "C", "H", "H", "H", "H", "H", "H"], "positions_angstrom": [[2.44848, 1.89189, 0.60308], [2.25407, 0.92596, -0.60459], [1.87774, 1.63036, -1.90821], [0.34169, 1.10585, -2.90292], [1.20245, 2.57841, -4.45441], [-1.39324, 0.87792, -4.33220], [1.19845, -0.37781, -3.89147], [-0.28703, -1.68245, -4.87049], [2.12082, -1.39874, -3.24197], [1.63700, -2.17010, -2.02670], [4.20541, -0.76547, -3.03725], [-0.35020, 0.12897, -1.72105], [-1.48371, 0.63228, -1.04325], [-1.33897, 0.21817, 0.43536], [-2.30036, -0.86088, 0.98316], [-1.97924, -2.56526, 0.46804], [-1.22635, -2.65124, -0.78555], [-1.24164, -3.22065, 1.72083], [0.04174, -3.82638, 1.45314], [1.15366, -2.80397, 1.56607], [-3.33437, -3.41025, 0.37588], [-4.40984, -2.83849, -0.38158], [-4.36414, -3.19974, -1.85861], [-2.61118, -0.03256, -1.70518], [-3.74817, 0.35567, -1.63808], [-5.23037, 0.82902, -1.45846], [-1.32400, 2.17973, -1.19766], [-2.55436, 2.97432, -1.25478], [-3.02181, 3.25598, -2.34612], [-3.40004, 3.62843, -3.37048], [-0.52658, 2.75116, -0.05259], [-0.32534, 3.93353, -0.00216], [0.04418, 5.44755, 0.01562], [-0.58473, 2.46178, -2.31264], [1.69953, 1.67583, 1.36878], [3.41915, 1.74892, 1.07694], [2.32613, 2.93679, 0.32305], [1.61116, 0.12615, -0.25331], [3.24204, 0.48200, -0.71727], [1.66116, 2.67217, -1.67793], [2.68548, 1.70247, -2.63533], [0.16303, 2.80332, -5.26093], [1.70043, 0.08109, -4.73201], [2.26404, -2.17461, -3.98890], [1.38941, -1.55150, -1.17895], [0.80405, -2.79720, -2.33639], [2.43422, -2.86408, -1.74800], [-1.49832, 1.06812, 1.09446], [-0.32657, -0.11847, 0.64298], [-2.15100, -0.85381, 2.06613], [-3.33027, -0.53500, 0.84581], [0.07189, -4.39343, 0.52686], [0.18283, -4.55004, 2.25893], [0.96695, -2.18985, 2.44212], [1.07836, -2.13081, 0.71089], [2.14586, -3.24113, 1.60277], [-4.50450, -1.75937, -0.28120], [-5.32817, -3.25362, 0.03440], [-4.68871, -4.22970, -1.99597], [-5.11718, -2.57905, -2.35185], [-3.40186, -2.98654, -2.31650], [1.93157, -1.65174, 6.58673], [2.39003, -1.04359, 4.95726], [2.74749, -2.22552, 4.13724], [3.93156, -0.27420, 5.46429], [1.00267, -2.20879, 6.48360], [2.71482, -2.30846, 6.96603], [1.77922, -0.80838, 7.26060], [4.58080, -1.02364, 5.91729], [3.72088, 0.52836, 6.17160], [4.40478, 0.13540, 4.57378], [8.39130, -1.54076, 1.38222], [7.03050, -0.92716, 0.37654], [6.20744, -0.05559, 1.25209], [6.17075, -2.49480, 0.22825], [9.03363, -0.69621, 1.62314], [7.99948, -1.97940, 2.30035], [8.95729, -2.28070, 0.81587], [5.92243, -2.86965, 1.22193], [6.80346, -3.20561, -0.30409], [5.26018, -2.31643, -0.34145], [-6.34797, 5.19784, -1.62289], [-7.11433, 3.98110, -0.54916], [-8.25273, 3.38819, -1.29705], [-7.81417, 5.15746, 0.61759], [-5.88644, 4.66399, -2.45184], [-7.10775, 5.88211, -2.00141], [-5.58270, 5.74116, -1.06812], [-8.48026, 5.84226, 0.09208], [-7.00812, 5.70661, 1.10453], [-8.37495, 4.59450, 1.36058]]}

=====

Entry 5:
{"formula": "C29H37Cl5CsN5O4S4", "method": "ωB97M-V/def2-TZVPD", "energy_ev": -152811.5341, "charge": 0, "orbital_gap_ev": 7.7, "de_lowest_kcal_mol": 24.4, "symbols": ["Cs", "N", "N", "C", "N", "S", "H", "H", "H", "H", "H", "Cl", "C", "C", "C", "Cl", "C", "Cl", "C", "Cl", "C", "Cl", "O", "S", "C", "C", "C", "C", "C", "C", "C", "C", "C", "C", "C", "C", "H", "H", "H", "H", "H", "H", "H", "H", "H", "H", "C", "N", "C", "C", "N", "C", "S", "H", "H", "H", "H", "H", "H", "H", "H", "C", "C", "C", "S", "O", "C", "C", "C", "H", "H", "H", "H", "H", "H", "H", "H", "H", "H", "H", "H", "H", "H", "O", "O"], "positions_angstrom": [[-1.56181, -0.77424, -0.00552], [-3.65245, 1.82963, 1.97221], [-2.70448, 2.79411, 1.59245], [-1.60346, 3.03247, 2.32096], [-0.69570, 3.82748, 1.69956], [-1.36412, 2.43483, 3.88196], [-4.48701, 2.29630, 2.29741], [-3.25512, 1.37075, 2.78743], [-2.66780, 2.96484, 0.59965], [-0.68856, 3.81095, 0.68566], [0.19146, 3.88298, 2.16348], [-3.95533, -2.31867, -0.88952], [-4.50786, -0.67948, -1.01869], [-4.04960, 0.17573, -2.03642], [-4.75331, 1.38125, -2.20224], [-4.39166, 2.33103, -3.59784], [-5.70526, 1.80657, -1.28928], [-6.45229, 3.34513, -1.48625], [-6.03937, 1.01454, -0.19286], [-7.13926, 1.59349, 1.00353], [-5.46844, -0.24212, -0.09202], [-5.93375, -1.27117, 1.21702], [-0.36253, -0.74301, 2.00069], [-0.13231, -0.81871, 3.49748], [1.62443, -0.52821, 3.73054], [2.43029, -0.45139, 2.60920], [3.79836, -0.26492, 2.78132], [4.33401, -0.15020, 4.05874], [3.50521, -0.21728, 5.17522], [2.14003, -0.40430, 5.01498], [-0.05996, -2.57998, 3.84174], [-0.55752, -3.05145, 5.04695], [-0.52701, -4.41886, 5.30454], [-0.01747, -5.29010, 4.35256], [0.47318, -4.80116, 3.14188], [0.45530, -3.44018, 2.88044], [1.99056, -0.54022, 1.61775], [4.44295, -0.21168, 1.91240], [5.39996, 0.00148, 4.18776], [3.92341, -0.12041, 6.17059], [1.48215, -0.45486, 5.87951], [-0.96869, -2.35799, 5.77669], [-0.90878, -4.80086, 6.24495], [-0.00374, -6.35641, 4.55037], [0.87576, -5.48396, 2.40405], [0.84078, -3.04056, 1.94431], [3.60396, -3.52103, -2.59961], [2.20743, -3.29854, -2.91123], [1.60348, -3.94790, -4.07737], [0.18897, -3.38938, -4.04963], [0.37984, -2.15232, -3.28974], [1.48907, -2.20667, -2.52649], [1.90812, -1.10943, -1.31123], [3.76640, -4.55496, -2.29090], [3.89301, -2.85589, -1.79266], [4.23004, -3.31536, -3.47532], [1.62896, -5.03120, -3.98029], [2.14225, -3.66866, -4.98970], [-0.49282, -4.06160, -3.52828], [-0.21107, -3.19230, -5.04039], [-0.44000, -1.59768, -3.02495], [4.06189, 3.17108, -0.94879], [2.83937, 2.26734, -1.11233], [1.54869, 3.08294, -1.11777], [0.04836, 2.07910, -1.19438], [-1.10054, 3.02707, -0.86178], [-0.01264, 1.78847, -2.98912], [-0.84341, 2.82535, -3.73232], [-0.17095, 4.18298, -3.94326], [4.98349, 2.58316, -0.95987], [4.02401, 3.72028, -0.00167], [4.12199, 3.90488, -1.75917], [2.80445, 1.53754, -0.30019], [2.92656, 1.69218, -2.03608], [1.51388, 3.79024, -1.94795], [1.43994, 3.63217, -0.17713], [-0.45952, 0.79524, -3.08033], [1.02473, 1.74154, -3.33654], [-1.76762, 2.97297, -3.18567], [-1.11035, 2.38530, -4.69330], [-0.11826, 4.74519, -3.00878], [-0.74613, 4.78739, -4.64916], [0.84177, 4.07599, -4.34694], [-3.02368, -0.01839, -2.87577], [-2.01689, -0.94827, -2.38926]]}

=====

Entry 6:
{"formula": "C3H8INO2", "method": "ωB97M-V/def2-TZVPD", "energy_ev": -16922.1301, "charge": 0, "orbital_gap_ev": 8.8, "de_lowest_kcal_mol": 75.2, "symbols": ["C", "C", "C", "N", "O", "O", "I", "H", "H", "H", "H", "H", "H", "H", "H"], "positions_angstrom": [[1.45524, -0.41018, -1.37433], [-0.66671, 1.91603, 0.32717], [0.20033, 0.11531, -0.78565], [-0.17884, -1.38448, 2.33487], [-0.89752, -0.37988, -0.78625], [0.42293, 1.27947, -0.19988], [-1.43749, -2.61584, 1.48490], [1.16037, -1.32309, -1.90104], [2.00236, 0.52456, -1.87703], [2.08359, -0.65951, -0.45211], [-1.45905, 1.21551, 0.33549], [-0.75649, 2.71980, -0.31430], [-0.48869, 2.30644, 1.26849], [0.64794, -1.51382, 1.69935], [-2.08799, -1.79031, 0.24033]]}